Record 1
# C18H41N2P3PrSSe

A structure of composition C18H41N2P3PrSSe at a distorted geometry (ωB97M-V/def2-TZVPD, the Open Molecules 2025 dataset).

Geometry as XYZ:
```
67
C18H41N2P3PrSSe | the Open Molecules 2025 dataset | ωB97M-V/def2-TZVPD
Pr 0.00 0.02 1.02
P 0.25 1.92 2.36
P -2.29 0.37 0.65
P 2.29 -0.27 0.66
H -1.49 -3.44 -7.95
C -0.64 -4.10 -7.79
C -0.80 -5.36 -7.40
H -1.78 -5.79 -7.22
C 0.37 3.57 1.53
C -1.09 2.26 3.59
C 1.68 2.07 3.51
C -3.01 -0.73 -0.63
C -3.60 0.20 1.96
C -2.82 2.02 0.01
C 2.69 -1.54 -0.61
C 3.46 -0.77 2.01
C 3.28 1.15 0.01
H 0.35 -3.68 -7.97
H 0.05 -6.02 -7.24
H 0.39 4.38 2.26
H -0.47 3.70 0.85
H 1.29 3.59 0.93
H -0.82 3.07 4.27
H -1.29 1.36 4.17
H -2.02 2.54 3.07
H 1.63 3.01 4.08
H 2.62 2.06 2.95
H 1.69 1.24 4.21
H -4.11 -0.74 -0.56
H -2.63 -1.74 -0.48
H -2.70 -0.38 -1.61
H -4.43 0.88 1.72
H -3.21 0.47 2.94
H -3.99 -0.82 1.99
H -3.92 2.06 -0.04
H -2.40 2.17 -0.98
H -2.48 2.81 0.68
H 3.77 -1.77 -0.61
H 2.39 -1.16 -1.59
H 2.12 -2.45 -0.41
H 4.49 -0.78 1.62
H 3.23 -1.76 2.40
H 3.40 -0.05 2.83
H 4.35 0.93 0.11
H 3.05 2.06 0.58
H 3.02 1.31 -1.03
C 0.08 0.26 -2.72
C -0.34 -1.08 -2.72
C -0.38 -1.82 -3.90
C 0.00 -1.24 -5.12
C 0.42 0.10 -5.13
C 0.46 0.84 -3.95
Se 0.17 1.38 -1.17
H -0.21 -1.33 0.11
H -0.64 -1.53 -1.78
H -0.71 -2.85 -3.88
H -0.03 -1.81 -6.04
H 0.72 0.56 -6.06
H 0.79 1.87 -3.97
N 0.18 0.99 5.73
C 0.00 0.02 4.64
N -0.23 -1.30 5.13
S 0.00 0.02 3.02
H 0.13 0.66 6.70
H 0.36 2.00 5.65
H -0.37 -2.10 4.50
H -0.26 -1.49 6.14
```

Results
Expectation value of S²: 2.167
Charge: +3
Highest occupied orbital energy (alpha / beta), eV: -15.027 / -15.027
Orbital gap (alpha / beta), hartree: 0.152 / 0.116
Molecular weight, Da: 630.4
2S+1: 3
Relative energy (zero: lowest compared OMol25 entry of this formula, charge and spin), kcal per mole: 406.1

=====

Record 2
# C18H41N7O11

A cluster of 7 separate species, C18H41N7O11 in total at a distorted geometry (ωB97M-V/def2-TZVPD, the Open Molecules 2025 dataset).

Geometry as XYZ:
```
77
C18H41N7O11 | the Open Molecules 2025 dataset | ωB97M-V/def2-TZVPD
N 4.16 2.97 0.41
O 3.39 2.41 -0.64
C 3.97 1.28 -1.14
O 5.02 1.27 -1.61
O 3.22 0.16 -1.04
C 2.62 0.15 0.30
C 2.24 -1.30 0.72
C 2.74 -1.52 2.18
C 4.04 -2.35 2.30
O 4.79 -2.44 1.08
C 5.59 -1.39 0.86
O 6.12 -0.73 1.68
H 3.47 3.21 1.13
H 4.77 2.26 0.83
H 3.40 0.49 1.00
H 1.73 0.78 0.35
H 2.55 -2.07 0.02
H 1.15 -1.34 0.76
H 2.80 -0.59 2.75
H 1.97 -2.09 2.68
H 4.61 -1.98 3.16
H 3.75 -3.38 2.56
H 5.76 -1.15 -0.21
C -1.40 -3.98 0.82
C -0.06 -4.05 1.51
N -0.02 -4.76 2.67
O 0.93 -3.52 1.06
H -1.31 -4.42 -0.17
H -1.70 -2.94 0.73
H -2.17 -4.53 1.37
H -0.82 -5.22 3.07
H 0.86 -4.82 3.15
C -0.95 3.11 -2.79
C -0.79 1.69 -2.31
N 0.48 1.21 -2.34
O -1.72 1.01 -1.92
H -1.36 3.71 -1.97
H -1.63 3.13 -3.64
H 0.00 3.55 -3.09
H 1.27 1.74 -2.65
H 0.62 0.26 -2.02
C -5.89 0.42 -1.93
C -5.70 1.75 -2.62
N -4.41 2.12 -2.83
O -6.63 2.45 -2.97
H -6.46 -0.24 -2.58
H -6.44 0.58 -1.00
H -4.94 -0.06 -1.69
H -3.61 1.57 -2.55
H -4.25 3.00 -3.29
C -6.64 -3.03 -5.12
C -6.12 -3.46 -3.77
N -6.01 -4.80 -3.58
O -5.82 -2.67 -2.90
H -5.89 -2.41 -5.61
H -7.55 -2.45 -4.98
H -6.86 -3.88 -5.77
H -6.25 -5.49 -4.27
H -5.67 -5.12 -2.68
C 0.35 7.86 -1.31
C 0.52 6.44 -0.84
N 1.78 5.93 -0.89
O -0.42 5.76 -0.45
H -0.05 8.46 -0.50
H -0.34 7.88 -2.16
H 1.30 8.30 -1.63
H 2.58 6.46 -1.21
H 1.92 4.99 -0.58
C 3.21 -0.64 6.48
C 2.46 -1.82 5.92
N 1.89 -2.66 6.82
O 2.36 -2.02 4.72
H 2.75 0.28 6.12
H 4.24 -0.69 6.16
H 3.19 -0.63 7.57
H 1.95 -2.53 7.82
H 1.38 -3.45 6.47
```

Results
Highest occupied orbital energy, eV: -8.689
Orbital gap, hartree: 0.331
Molecular weight, Da: 531.6
SMILES: NOC(=O)OCCCCOC=O.CC(N)=O.CC(N)=O.CC(N)=O.CC(N)=O.CC(N)=O.CC(N)=O

=====

Record 3
# C18H41O2P3Yb

A structure of composition C18H41O2P3Yb at a distorted geometry (ωB97M-V/def2-TZVPD, the Open Molecules 2025 dataset).

Geometry as XYZ:
```
65
C18H41O2P3Yb | the Open Molecules 2025 dataset | ωB97M-V/def2-TZVPD
Yb -0.91 0.47 0.01
P 1.53 -0.97 1.63
P 1.48 2.27 -0.36
P -1.14 -2.41 -0.55
H -1.00 2.05 -9.24
C -1.94 1.51 -9.11
C -3.07 2.15 -8.77
H -3.10 3.23 -8.62
C 3.00 -1.85 1.00
C 2.35 0.19 2.76
C 0.93 -2.17 2.85
C 0.75 3.38 -1.62
C 1.92 3.53 0.89
C 3.16 2.13 -1.10
C -2.43 -2.36 -1.85
C -1.96 -3.51 0.66
C -0.03 -3.66 -1.30
H -1.93 0.44 -9.34
H -4.03 1.62 -8.70
H 3.59 -2.15 1.87
H 3.58 -1.16 0.37
H 2.66 -2.74 0.45
H 2.96 -0.41 3.45
H 1.62 0.73 3.38
H 3.03 0.89 2.25
H 1.63 -3.02 2.89
H -0.08 -2.55 2.66
H 0.96 -1.73 3.86
H 1.21 4.37 -1.60
H -0.33 3.48 -1.45
H 0.88 2.95 -2.63
H 2.90 3.99 0.74
H 1.91 3.08 1.89
H 1.19 4.35 0.90
H 3.57 3.11 -1.35
H 3.12 1.55 -2.04
H 3.86 1.62 -0.42
H -3.02 -3.28 -1.85
H -1.96 -2.24 -2.84
H -3.11 -1.51 -1.69
H -2.71 -4.14 0.17
H -2.47 -2.91 1.42
H -1.24 -4.14 1.18
H -0.62 -4.45 -1.78
H 0.63 -4.11 -0.55
H 0.59 -3.18 -2.08
C -1.44 0.80 -3.31
C -0.22 0.34 -3.89
C -0.13 0.13 -5.25
C -1.24 0.39 -6.06
C -2.44 0.87 -5.53
C -2.56 1.08 -4.16
O -1.53 0.89 -2.00
H 1.20 -0.67 0.16
H 0.61 0.15 -3.23
H 0.82 -0.21 -5.67
H -1.17 0.25 -7.14
H -3.28 1.10 -6.19
H -3.51 1.44 -3.72
C -2.00 0.40 3.01
O -2.33 0.88 1.68
H -0.97 0.69 3.27
H -2.07 -0.70 3.03
H -2.76 0.82 3.68
H -3.18 1.36 1.72
```

Results
Expectation value of S²: 0.774
Charge: +3
Highest occupied orbital energy (alpha / beta), eV: -15.751 / -15.728
Orbital gap (alpha / beta), hartree: 0.194 / 0.181
Molecular weight, Da: 555.5
2S+1: 2
Relative energy (zero: lowest compared OMol25 entry of this formula, charge and spin), kcal per mole: 22.4

=====

Record 4
# C18H42BBeCl2F2MgN2O9P2S

A structure of composition C18H42BBeCl2F2MgN2O9P2S at a distorted geometry (ωB97M-V/def2-TZVPD, the Open Molecules 2025 dataset).

Geometry as XYZ:
```
81
C18H42BBeCl2F2MgN2O9P2S | the Open Molecules 2025 dataset | ωB97M-V/def2-TZVPD
C 6.02 -2.74 -1.80
P 4.71 -1.65 -2.70
O 4.66 -0.06 -1.91
B 2.94 -2.36 -2.54
N 2.73 -3.31 -1.38
H 6.88 -2.94 -2.61
H 5.51 -3.74 -1.43
H 6.53 -2.16 -0.90
H 4.82 -0.16 -0.92
H 2.68 -2.97 -3.54
H 2.20 -1.43 -2.43
H 3.25 -4.20 -1.48
H 2.87 -2.86 -0.45
C 0.69 1.50 -1.97
S 1.89 2.00 -0.71
O 1.15 2.13 0.59
C 2.17 3.67 -1.35
H 0.35 0.49 -1.74
H -0.16 2.18 -1.96
H 1.17 1.51 -2.95
H 1.22 4.22 -1.38
H 2.60 3.61 -2.35
H 2.87 4.18 -0.69
Be 4.14 2.39 -0.87
O -4.58 3.31 3.90
P -3.48 4.39 3.89
O -2.25 3.32 4.23
C -2.16 2.08 3.54
C -1.31 2.19 2.29
O -3.74 4.91 5.45
C -4.95 4.63 6.13
C -4.87 3.31 6.88
O -2.25 5.61 3.88
C -1.14 5.57 3.00
C -1.54 5.84 1.57
H -3.14 1.67 3.28
H -1.69 1.36 4.23
H -1.73 2.92 1.59
H -1.23 1.23 1.78
H -0.29 2.52 2.54
H -5.80 4.66 5.43
H -5.12 5.44 6.85
H -4.53 2.50 6.24
H -5.85 3.05 7.29
H -4.15 3.39 7.70
H -0.59 4.63 3.11
H -0.45 6.35 3.33
H -2.34 5.18 1.24
H -0.67 5.72 0.91
H -1.91 6.87 1.47
N -2.22 -2.61 5.20
C -2.53 -1.31 5.40
C -3.74 -0.73 5.03
C -4.69 -1.54 4.43
C -4.41 -2.89 4.21
C -3.17 -3.37 4.61
H -1.75 -0.72 5.87
H -3.93 0.32 5.22
H -5.65 -1.13 4.13
H -5.13 -3.54 3.74
H -2.91 -4.41 4.46
F -0.05 3.95 -2.65
Mg 7.15 -3.51 -3.93
C 3.57 -8.31 -8.32
C 2.19 -7.79 -7.94
O 2.30 -6.68 -7.03
C 2.63 -5.49 -7.59
O 2.83 -5.28 -8.78
O 2.73 -4.57 -6.60
C 3.16 -3.29 -7.04
H 4.14 -8.55 -7.42
H 3.48 -9.21 -8.93
H 4.14 -7.57 -8.87
H 1.63 -8.57 -7.43
H 1.62 -7.50 -8.83
H 2.55 -2.92 -7.86
H 4.22 -3.34 -7.33
H 3.07 -2.60 -6.20
F -1.85 5.01 -0.63
Cl -5.75 1.80 4.19
Cl -5.75 6.40 4.62
```

Results
Charge: -1
Highest occupied orbital energy, eV: -4.728
Orbital gap, hartree: 0.068
Molecular weight, Da: 677.6

=====

Record 5
# C18H42BClO3

A cluster of 3 separate species, C18H42BClO3 in total (ωB97M-V/def2-TZVPD, the Open Molecules 2025 dataset).

Geometry as XYZ:
```
65
C18H42BClO3 | the Open Molecules 2025 dataset | ωB97M-V/def2-TZVPD
C -6.33 -1.04 0.62
C -4.85 -1.13 1.03
C -4.47 -0.15 2.16
B -2.94 0.23 2.13
C -2.39 1.69 1.92
C -3.32 2.80 1.45
O -3.46 2.74 0.03
C -4.77 2.53 -0.47
C -4.68 1.82 -1.79
C -1.93 -0.98 2.27
C -0.45 -0.72 2.52
C 0.41 -1.96 2.43
Cl -0.24 0.03 4.16
H -6.95 -0.74 1.46
H -6.47 -0.30 -0.17
H -6.71 -1.99 0.26
H -4.63 -2.15 1.35
H -4.22 -0.96 0.15
H -5.13 0.72 2.13
H -4.66 -0.64 3.12
H -1.56 1.65 1.20
H -1.90 1.97 2.86
H -2.90 3.78 1.70
H -4.30 2.74 1.92
H -5.36 1.95 0.25
H -5.28 3.50 -0.59
H -3.95 2.32 -2.43
H -5.64 1.82 -2.31
H -4.36 0.78 -1.66
H -2.01 -1.54 1.33
H -2.29 -1.68 3.04
H -0.08 0.04 1.83
H 1.47 -1.71 2.41
H 0.23 -2.62 3.28
H 0.17 -2.50 1.51
C 3.16 -5.46 -0.79
C 2.40 -4.27 -0.23
O 3.21 -3.36 0.50
C 4.25 -2.74 -0.23
C 3.77 -1.91 -1.40
H 3.71 -5.97 0.00
H 2.46 -6.17 -1.23
H 3.86 -5.17 -1.57
H 1.66 -4.61 0.49
H 1.87 -3.75 -1.03
H 4.99 -3.48 -0.56
H 4.75 -2.10 0.50
H 3.34 -2.52 -2.20
H 4.61 -1.36 -1.84
H 3.02 -1.19 -1.08
C 4.87 4.36 -3.08
C 3.95 3.17 -3.25
O 4.51 1.94 -2.80
C 4.85 1.89 -1.43
C 3.67 2.09 -0.49
H 5.84 4.18 -3.55
H 4.42 5.24 -3.55
H 5.04 4.61 -2.03
H 3.75 3.00 -4.31
H 2.99 3.36 -2.76
H 5.64 2.60 -1.19
H 5.26 0.89 -1.29
H 3.27 3.10 -0.53
H 3.98 1.90 0.54
H 2.87 1.39 -0.73
```

Results
Highest occupied orbital energy, eV: -9.500
Orbital gap, hartree: 0.370
Molecular weight, Da: 352.8
SMILES: CCCB(CCOCC)C[C@H](C)Cl.CCOCC.CCOCC
Relative energy (zero: lowest compared OMol25 entry of this formula, charge and spin), kcal per mole: 0.0

=====

Record 6
# C18H42BN3O9P

A cluster of 3 separate species, C18H42BN3O9P in total at a distorted geometry (ωB97M-V/def2-TZVPD, the Open Molecules 2025 dataset).

Geometry as XYZ:
```
74
C18H42BN3O9P | the Open Molecules 2025 dataset | ωB97M-V/def2-TZVPD
C -2.07 0.05 -4.73
C -1.34 0.72 -3.45
B 0.26 1.00 -3.69
O 0.71 2.31 -4.09
C 1.27 -0.29 -3.49
C 1.67 -0.76 -5.01
N 0.62 -1.62 -5.63
C 0.84 -1.64 -7.13
O 1.92 -1.22 -7.67
O -0.16 -2.19 -7.91
P 0.86 -3.32 -5.15
O 1.79 -3.93 -6.23
O -0.68 -4.09 -5.19
O 1.66 -3.48 -3.65
O 2.53 0.05 -2.84
C 2.58 -0.40 -1.48
N 3.96 -0.04 -0.98
O 2.46 -1.85 -1.32
N 1.80 -2.13 -0.17
O 0.61 -2.06 -0.30
H -1.44 0.02 -5.67
H -2.45 -1.00 -4.48
H -3.00 0.68 -4.97
H -1.91 1.70 -3.22
H -1.40 0.03 -2.53
H 1.66 2.32 -4.33
H 0.66 -1.10 -2.97
H 1.86 0.23 -5.58
H 2.69 -1.29 -4.90
H -0.93 -4.31 -4.26
H 0.95 -3.68 -3.00
H 1.83 0.20 -0.84
H 3.93 0.19 0.02
H 4.37 0.70 -1.55
C -2.57 -1.80 0.63
C -3.20 -1.30 1.93
C -2.17 -0.93 2.99
C -1.28 -2.09 3.47
C -2.03 -3.29 4.05
C -2.84 -2.95 5.30
H -2.00 -2.72 0.79
H -3.35 -2.01 -0.11
H -1.90 -1.04 0.21
H -3.90 -2.05 2.31
H -3.80 -0.41 1.70
H -2.69 -0.49 3.85
H -1.52 -0.14 2.60
H -0.60 -1.70 4.24
H -0.65 -2.43 2.65
H -1.30 -4.06 4.31
H -2.69 -3.73 3.30
H -2.20 -2.55 6.08
H -3.32 -3.85 5.69
H -3.63 -2.22 5.09
C 1.82 1.33 3.02
C 0.80 2.09 3.86
C -0.03 3.08 3.04
C 0.76 4.21 2.38
C 1.59 5.08 3.34
C 0.74 5.82 4.36
H 2.56 2.00 2.58
H 2.36 0.61 3.64
H 1.33 0.78 2.22
H 1.31 2.60 4.68
H 0.12 1.36 4.32
H -0.80 3.51 3.69
H -0.57 2.54 2.26
H 0.06 4.85 1.84
H 1.43 3.79 1.63
H 2.14 5.81 2.75
H 2.34 4.47 3.86
H 0.01 6.47 3.86
H 1.37 6.45 4.99
H 0.20 5.14 5.02
```

Results
Charge: -1
Highest occupied orbital energy, eV: -4.156
Orbital gap, hartree: 0.197
Molecular weight, Da: 486.3
Relative energy (zero: lowest compared OMol25 entry of this formula, charge and spin), kcal per mole: 44.0